Entry 1:
{"formula": "C6H8", "method": "ωB97M-V with the def2-TZVPD basis set", "elements": ["C", "C", "C", "C", "C", "C", "H", "H", "H", "H", "H", "H", "H", "H"], "xyz": [[-0.309, -0.853, -0.372], [0.913, 0.865, -0.003], [1.123, -0.648, 0.143], [-1.049, 1.185, 0.192], [-1.281, -0.265, 0.665], [-0.295, 0.596, -0.953], [-0.562, -1.773, -0.905], [-0.272, 0.951, -1.983], [-2.321, -0.422, 0.351], [1.679, 1.562, -0.339], [0.468, 1.361, 0.911], [-1.184, -0.542, 1.723], [1.381, -1.040, 1.133], [1.853, -1.000, -0.593]], "forces_ev_per_a": [[-0.04, -0.18, -0.05], [0.24, 0.17, 0.09], [0.08, -0.05, 0.09], [-0.24, -0.24, -0.24], [-0.08, -0.02, 0.18], [-0.20, 0.23, -0.21], [0.05, 0.18, 0.10], [0.06, -0.05, 0.23], [0.09, -0.05, 0.01], [-0.10, -0.15, -0.06], [0.34, -0.11, 0.10], [-0.05, 0.11, -0.17], [-0.04, 0.05, -0.17], [-0.11, 0.09, 0.10]], "gap_ev": 9.4, "total_energy_ha": -233.2303, "relative_energy_kj_mol": 411.4}

***

Entry 2:
{"formula": "C6H8", "method": "ωB97M-V with the def2-TZVPD basis set", "elements": ["C", "C", "C", "C", "C", "C", "H", "H", "H", "H", "H", "H", "H", "H"], "xyz": [[1.607, -0.270, 0.562], [-0.636, -1.224, -0.266], [1.608, 1.034, 0.274], [0.566, -1.289, 0.327], [-1.361, -0.065, -0.825], [-1.750, 1.006, -0.133], [-1.512, 1.113, 0.923], [0.762, 1.539, -0.180], [-2.320, 1.804, -0.600], [2.486, 1.637, 0.491], [2.509, -0.678, 1.017], [-1.166, -2.172, -0.379], [0.863, -2.283, 0.662], [-1.658, -0.153, -1.872]], "forces_ev_per_a": [[0.03, 0.15, -0.03], [0.16, -0.03, 0.09], [-0.03, -0.11, 0.01], [-0.17, -0.04, -0.08], [-0.05, 0.19, 0.09], [0.05, -0.14, -0.09], [-0.01, -0.03, -0.16], [0.14, -0.10, 0.08], [0.08, -0.14, 0.06], [-0.12, -0.12, -0.04], [-0.14, 0.08, -0.05], [0.08, 0.12, 0.00], [-0.06, 0.14, -0.05], [0.04, 0.02, 0.16]], "gap_ev": 9.3, "total_energy_ha": -233.3437, "relative_energy_kj_mol": 113.7}

***

Entry 3:
{"formula": "C6H8", "method": "ωB97M-V with the def2-TZVPD basis set", "elements": ["C", "C", "C", "C", "C", "C", "H", "H", "H", "H", "H", "H", "H", "H"], "xyz": [[1.551, 0.593, -0.462], [0.747, 0.159, 0.436], [-4.107, -1.216, 0.469], [-3.113, -0.490, -0.050], [-3.201, -0.498, 1.360], [3.115, 0.609, -0.320], [1.035, -0.189, 1.496], [-4.915, -1.738, -0.009], [1.189, 0.837, -1.473], [-0.378, 0.195, 0.265], [3.550, 1.315, -1.016], [3.387, 0.900, 0.671], [3.602, -0.299, -0.548], [-2.461, -0.177, -0.819]], "forces_ev_per_a": [[3.59, 0.13, -2.47], [-3.33, -0.97, 3.47], [1.14, 1.54, -0.92], [0.03, -0.65, 1.54], [-0.99, -0.76, -0.61], [-1.96, 1.12, -0.40], [-0.25, 0.64, -1.86], [-0.35, -0.50, 0.79], [0.03, 0.13, 0.60], [1.60, -0.22, 0.27], [-0.03, 0.42, -0.09], [0.20, 0.18, 0.72], [0.16, -1.41, -0.20], [0.16, 0.36, -0.83]], "gap_ev": 10.2, "total_energy_ha": -233.2077, "relative_energy_kj_mol": 470.7}

***

Entry 4:
{"formula": "C6H8", "method": "ωB97M-V with the def2-TZVPD basis set", "elements": ["C", "C", "C", "C", "C", "C", "H", "H", "H", "H", "H", "H", "H", "H"], "xyz": [[0.529, 0.555, -1.774], [0.366, 1.650, -1.105], [0.949, -0.400, -2.532], [-0.989, -1.088, 1.277], [-0.801, -0.849, 2.561], [0.305, -0.382, 1.713], [-1.240, -1.009, 3.536], [1.860, -0.919, -2.593], [0.599, 2.593, -1.572], [0.528, 0.753, 1.716], [0.141, 1.648, -0.059], [1.349, -0.767, 1.651], [-1.654, -1.059, 0.429], [0.224, -0.937, -3.187]], "forces_ev_per_a": [[1.21, 0.37, -0.04], [0.08, 0.25, 0.22], [-2.51, -1.52, -1.42], [0.95, 2.18, 1.25], [-0.67, -1.67, -1.15], [1.67, 2.01, 0.19], [0.22, 0.30, -0.04], [1.49, 0.13, 0.52], [-0.12, 0.20, -0.14], [-1.12, -1.40, -0.33], [-0.40, 0.00, 0.26], [-1.05, -0.86, 0.09], [0.03, -0.61, 0.12], [0.22, 0.63, 0.47]], "gap_ev": 10.4, "total_energy_ha": -233.2164, "relative_energy_kj_mol": 448.0}

***

Entry 5:
{"formula": "C6H8CdLiO6", "method": "ωB97M-V with the def2-TZVPD basis set", "elements": ["Cd", "O", "O", "O", "O", "O", "O", "C", "C", "C", "C", "C", "C", "Li", "H", "H", "H", "H", "H", "H", "H", "H"], "xyz": [[-1.119, 0.369, 1.092], [0.508, 0.231, -0.291], [-0.330, -1.523, 1.035], [0.035, 1.627, -2.274], [1.884, -0.916, 1.038], [1.143, -1.881, -0.884], [-1.606, 0.935, -0.926], [0.917, -1.053, 0.044], [-1.846, 2.334, -1.178], [-0.397, 0.513, -1.608], [1.777, -2.023, 1.918], [-0.500, 2.815, -1.681], [0.260, -2.228, 2.108], [0.068, -1.408, -2.318], [-0.572, 3.587, -2.454], [-0.085, -1.817, 3.068], [2.296, -1.774, 2.850], [-0.004, -3.295, 2.061], [0.152, 3.159, -0.864], [-2.178, 2.845, -0.266], [-2.643, 2.409, -1.929], [2.238, -2.909, 1.458]], "forces_ev_per_a": [[-1.89, 1.85, 3.03], [0.80, 1.20, -0.77], [0.84, -1.93, -0.39], [0.30, -0.16, 0.44], [-0.06, 0.10, 0.31], [-0.73, -0.03, -0.04], [-0.29, 0.51, -1.22], [0.75, -0.17, -0.74], [-0.25, 0.28, -0.14], [-0.08, -1.37, -0.66], [0.22, -0.19, -0.17], [0.07, 0.23, 0.21], [-0.07, -0.20, 0.20], [0.25, 0.05, 0.34], [0.06, -0.21, 0.17], [0.05, -0.08, -0.25], [-0.11, -0.03, -0.27], [0.03, 0.27, 0.03], [-0.17, -0.06, -0.17], [0.13, -0.27, -0.10], [0.24, 0.02, 0.06], [-0.09, 0.20, 0.14]], "gap_ev": [6.7, 8.0], "total_energy_ha": -860.0464, "spin_multiplicity": 2, "s2": 0.751}

***

Entry 6:
{"formula": "C6H8Cl16", "method": "ωB97M-V with the def2-TZVPD basis set", "elements": ["Cl", "Cl", "Cl", "Cl", "Cl", "Cl", "Cl", "Cl", "Cl", "Cl", "Cl", "Cl", "Cl", "Cl", "Cl", "Cl", "C", "C", "C", "C", "C", "C", "H", "H", "H", "H", "H", "H", "H", "H"], "xyz": [[2.753, 2.559, 1.769], [-1.002, -4.343, -1.138], [-1.025, 0.859, 0.449], [0.544, -4.470, -3.579], [4.599, -4.117, -0.436], [2.100, -2.579, -0.958], [3.911, -3.290, -3.129], [-0.104, 5.849, -0.578], [-5.675, 0.672, -0.073], [-2.752, 5.301, 0.423], [-0.484, 4.695, 2.178], [-3.534, -1.258, 0.337], [-0.853, -1.964, -2.845], [-5.162, -0.275, 2.572], [0.865, 2.133, -1.436], [2.290, -0.028, 3.133], [2.638, 1.718, 3.337], [0.560, 0.765, -0.356], [-4.388, 0.154, 0.989], [-0.893, -3.778, -2.828], [3.294, -3.800, -1.573], [-1.094, 4.778, 0.480], [0.455, -0.156, -0.928], [-3.678, 0.979, 1.036], [1.866, 2.163, 3.964], [-1.776, -4.044, -3.410], [1.384, 0.668, 0.351], [-1.155, 3.787, 0.030], [3.610, 1.735, 3.830], [2.704, -4.715, -1.610]], "forces_ev_per_a": [[-0.07, -0.14, 0.52], [-0.28, 0.09, -0.61], [0.44, 0.46, 0.29], [-0.25, 0.12, -0.15], [-0.04, 0.22, 0.06], [0.76, -0.32, -0.01], [-0.05, -0.18, -0.01], [-0.19, -0.61, 0.70], [-0.17, 0.15, -0.47], [-0.63, 0.40, 0.27], [-0.22, 0.04, -1.09], [-0.28, 0.11, 0.11], [0.00, -0.79, -0.10], [0.82, 0.40, -0.55], [-0.06, -0.16, 0.19], [-0.15, 0.38, -0.05], [0.35, -0.47, 0.01], [-0.17, -0.73, -0.34], [-0.39, -0.58, 0.31], [0.13, 0.76, 0.47], [-0.77, 0.16, 0.55], [0.27, 0.00, -0.20], [0.36, 0.31, -0.23], [-0.18, -0.25, 0.57], [0.07, -0.05, -0.33], [0.22, -0.18, 0.34], [-0.38, 0.25, 0.10], [0.79, 0.08, 0.33], [-0.19, 0.31, -0.18], [0.25, 0.19, -0.49]], "gap_ev": 11.3, "total_energy_ha": -7596.4542, "relative_energy_kj_mol": 43.9}

***

Entry 7:
{"formula": "C6H8Cl3CrF3NO9S3", "method": "ωB97M-V with the def2-TZVPD basis set", "elements": ["Cr", "Cl", "Cl", "Cl", "S", "S", "S", "F", "F", "F", "O", "O", "O", "O", "O", "O", "O", "O", "O", "N", "C", "C", "C", "C", "C", "C", "H", "H", "H", "H", "H", "H", "H", "H"], "xyz": [[1.589, 1.655, 0.402], [-1.987, -3.032, -0.992], [3.987, 2.629, 0.010], [0.421, -0.348, -0.249], [-0.265, 3.260, -0.544], [0.935, -2.827, 1.298], [2.936, -1.881, -0.637], [-1.870, 2.971, -2.571], [-2.850, 3.069, -0.640], [-1.821, 1.262, -1.243], [-0.368, 4.666, -0.656], [4.404, 3.310, -1.144], [2.746, 3.268, 0.581], [2.032, 1.065, 2.048], [3.410, 1.284, -0.349], [0.166, 0.163, 2.921], [-0.203, 2.659, 0.808], [4.981, 2.500, 0.994], [0.846, 2.572, -1.269], [-1.316, -2.820, -2.269], [-3.536, -2.500, -1.229], [-0.826, -2.376, 1.563], [1.537, -1.742, 0.103], [-1.675, -2.531, 0.378], [1.295, 0.558, 3.031], [-1.805, 2.591, -1.302], [-0.961, -3.974, -0.587], [-4.148, -2.459, -0.342], [-2.542, -4.334, -0.951], [-3.859, -2.231, -2.223], [-0.830, -1.355, 1.942], [1.852, 0.556, 3.978], [-1.101, -3.067, 2.362], [-1.173, -2.563, -3.224]], "forces_ev_per_a": [[0.50, 0.59, -0.13], [-2.42, -1.96, -0.42], [0.02, -0.04, 0.01], [0.12, 0.01, -0.15], [-0.08, -0.06, 0.11], [-0.01, 0.05, -0.12], [0.02, 0.02, -0.01], [0.01, 0.00, 0.00], [0.00, -0.01, 0.00], [0.01, 0.00, 0.00], [0.04, 0.00, -0.07], [-0.02, 0.01, 0.00], [-0.06, 0.11, 0.02], [-0.57, -0.55, 0.18], [0.00, -0.04, -0.15], [-0.01, 0.00, 0.07], [0.07, 0.06, 0.09], [-0.01, 0.00, 0.01], [-0.11, -0.23, -0.03], [1.95, -0.37, 0.32], [0.43, 1.39, 0.61], [0.25, 0.17, -0.22], [-0.09, -0.02, 0.09], [-0.04, -0.01, -0.08], [0.28, 0.36, 0.02], [-0.01, 0.01, -0.01], [0.35, 0.48, 0.44], [-0.02, -0.32, -0.01], [0.46, 0.27, -0.55], [0.10, -0.04, -0.04], [-0.15, -0.10, 0.06], [-0.01, -0.07, 0.00], [-0.05, 0.08, 0.05], [-0.94, 0.23, -0.08]], "gap_ev": [6.2, 6.8], "total_energy_ha": -4883.6051, "spin_multiplicity": 2, "s2": 0.764, "relative_energy_kj_mol": 1952.0}

***

Entry 8:
{"formula": "C6H8Cl4O", "method": "ωB97M-V with the def2-TZVPD basis set", "elements": ["Cl", "Cl", "Cl", "Cl", "O", "C", "C", "C", "C", "C", "C", "H", "H", "H", "H", "H", "H", "H", "H"], "xyz": [[3.230, 0.707, 0.104], [2.588, 1.105, -3.026], [2.403, -1.471, -1.807], [0.837, 2.270, -0.681], [0.669, -1.604, 0.758], [-0.757, 0.441, 1.369], [1.578, 0.637, -0.589], [0.460, -0.259, 0.810], [1.511, 0.072, -1.990], [0.239, -0.178, -2.679], [0.641, 0.460, 2.074], [-1.645, -0.103, 1.695], [-1.107, 1.311, 1.021], [-0.181, 0.790, -2.948], [-0.444, -0.903, -2.008], [1.134, 1.484, 2.191], [1.535, -1.868, 1.109], [0.671, -0.263, 2.857], [0.467, -0.712, -3.594]], "forces_ev_per_a": [[-0.90, 0.17, -0.18], [-0.29, 0.01, -0.32], [-0.04, -0.91, -0.47], [0.31, -0.02, 0.27], [-0.95, -0.23, 0.00], [1.52, -3.47, 0.93], [-2.71, 0.10, 2.50], [2.67, 1.79, -2.28], [2.76, -0.66, 0.65], [-2.05, -1.35, 1.16], [-0.94, 1.51, 0.07], [0.74, -0.60, 0.36], [-0.48, 3.28, -1.80], [-0.56, -0.21, 0.23], [1.34, 1.96, -1.48], [-0.64, -1.84, -0.28], [-0.20, 0.53, -0.14], [0.43, 0.03, 0.92], [-0.02, -0.09, -0.14]], "gap_ev": 10.0, "total_energy_ha": -2149.3238, "relative_energy_kj_mol": 78.6}

***

Entry 9:
{"formula": "C6H8ClN2O", "method": "ωB97M-V with the def2-TZVPD basis set", "elements": ["Cl", "O", "N", "N", "C", "C", "C", "C", "C", "C", "H", "H", "H", "H", "H", "H", "H", "H"], "xyz": [[-0.513, -2.407, 0.583], [0.531, -0.671, -1.148], [-2.502, -0.050, 0.893], [-1.789, 0.892, -1.102], [2.673, -0.120, -0.146], [1.964, 0.421, 1.013], [-0.113, -0.728, 0.040], [0.659, 0.093, 1.136], [-1.605, 0.078, -0.094], [1.918, -0.580, -1.120], [0.032, 0.557, 1.896], [2.574, 1.164, 1.609], [2.066, -0.699, -2.206], [-1.171, 1.118, -1.914], [-3.421, 0.324, 0.778], [-2.440, -0.865, 1.380], [-2.542, 1.516, -1.226], [3.679, -0.042, -0.372]], "forces_ev_per_a": [[0.09, 0.25, -0.20], [-0.61, -0.09, 0.75], [1.16, 2.08, -2.89], [1.48, 0.35, -1.44], [-2.06, -0.06, 0.43], [0.48, -0.07, -0.33], [-1.03, 2.40, 2.06], [-0.47, 0.48, -0.26], [1.44, -0.71, 0.07], [-1.12, -0.03, -3.14], [0.17, -0.28, -0.02], [-1.33, -1.14, -0.21], [1.42, -0.30, 0.89], [0.27, -1.25, 1.50], [-0.45, 0.34, 0.01], [0.29, -2.68, 2.03], [-1.59, 0.38, 0.69], [1.88, 0.34, 0.07]], "gap_ev": 8.8, "total_energy_ha": -878.0750, "relative_energy_kj_mol": 115.6, "charge": 1}

***

Entry 10:
{"formula": "C6H8ClN2P", "method": "ωB97M-V with the def2-TZVPD basis set", "elements": ["Cl", "P", "N", "N", "C", "C", "C", "C", "C", "C", "H", "H", "H", "H", "H", "H", "H", "H"], "xyz": [[-4.565, 0.149, -0.432], [-1.581, -1.603, 0.012], [-0.039, 0.648, 0.601], [-2.326, 1.300, 0.114], [-1.062, 1.380, 0.655], [2.440, 0.910, -0.762], [0.196, -1.747, 0.182], [2.181, -0.324, 0.169], [0.733, -0.483, 0.325], [-2.971, 0.263, -0.087], [1.958, 0.567, -1.638], [2.597, 0.003, 1.044], [-1.911, -2.520, -0.959], [-1.141, 2.295, 1.263], [3.487, 0.859, -1.104], [2.012, 1.927, -0.469], [2.393, -1.348, -0.093], [-2.400, -2.275, 1.180]], "forces_ev_per_a": [[-1.73, -0.31, -0.50], [-1.68, -0.40, 2.81], [0.15, 1.08, 0.74], [-2.09, 0.10, -0.88], [1.58, 0.03, 0.66], [0.49, -1.20, -0.61], [-1.27, 1.65, 0.00], [-1.23, 1.78, -0.94], [-2.71, -1.05, -0.44], [4.19, -2.05, 0.08], [-0.93, 0.37, -1.48], [1.20, 0.01, 2.80], [-0.53, -0.08, -0.65], [0.99, -0.22, 0.17], [-0.15, 0.83, 0.64], [0.90, -1.68, 0.03], [1.47, 0.16, -0.68], [1.36, 0.96, -1.74]], "gap_ev": [7.4, 7.4], "total_energy_ha": -1144.2219, "relative_energy_kj_mol": 722.9}

***

Entry 11:
{"formula": "C6H8ClNO", "method": "ωB97M-V with the def2-TZVPD basis set", "elements": ["Cl", "O", "N", "C", "C", "C", "C", "C", "C", "H", "H", "H", "H", "H", "H", "H", "H"], "xyz": [[-1.935, 0.013, 2.902], [-1.928, 0.192, -2.966], [0.437, -1.351, 2.973], [1.013, 0.094, 0.250], [0.185, 0.775, -2.060], [-0.383, -0.481, 2.182], [-0.988, 0.150, -2.046], [-0.121, 0.205, 1.075], [1.228, 0.571, -1.028], [-0.840, 0.699, 0.571], [-0.019, -1.795, 3.862], [0.455, 1.301, -3.061], [2.211, 0.722, -1.428], [2.049, -0.077, 0.648], [1.370, -1.033, 3.124], [-1.550, 0.407, -3.794], [-1.184, -0.390, -1.205]], "forces_ev_per_a": [[0.31, -0.72, 0.21], [-1.78, -0.75, 0.22], [-2.64, -0.50, 0.88], [4.78, 1.28, -1.84], [1.13, 0.87, -1.82], [-0.05, 0.12, 2.02], [1.76, 1.55, -0.25], [1.58, -2.62, 0.26], [-2.29, -0.69, 0.27], [-2.78, 1.92, -0.70], [1.12, 1.55, -2.55], [-0.24, -0.63, 1.91], [0.56, -0.27, 0.29], [-1.24, -0.24, 0.47], [0.46, 0.21, 0.08], [0.54, 0.63, -1.45], [-1.21, -1.72, 2.00]], "gap_ev": 8.0, "total_energy_ha": -823.5143, "relative_energy_kj_mol": 194.0}

***

Entry 12:
{"formula": "C6H8CuMgO6", "method": "ωB97M-V with the def2-TZVPD basis set", "elements": ["Cu", "Mg", "O", "O", "O", "O", "O", "O", "C", "C", "C", "C", "C", "C", "H", "H", "H", "H", "H", "H", "H", "H"], "xyz": [[-1.104, 0.739, 2.201], [0.042, 2.416, -0.169], [-1.534, 1.615, 0.424], [-0.516, -1.079, 1.466], [1.183, 1.606, 1.404], [1.208, 0.428, -0.573], [-1.603, -1.271, -0.458], [2.812, 0.135, 0.903], [-0.496, -1.550, 0.308], [1.680, 0.719, 0.716], [3.023, -0.887, -0.110], [-2.702, -0.487, 0.024], [2.095, -0.475, -1.264], [-2.570, 0.996, -0.288], [2.730, -1.846, 0.327], [-2.832, -0.646, 1.106], [-3.539, 1.468, -0.046], [2.586, 0.046, -2.089], [-2.433, 1.106, -1.379], [4.080, -0.855, -0.382], [-3.596, -0.877, -0.481], [1.486, -1.302, -1.639]], "forces_ev_per_a": [[-0.13, -0.85, -0.25], [-0.51, -1.37, 0.76], [0.95, 1.22, -0.11], [0.34, 0.63, 0.90], [-0.28, 0.19, -1.02], [-0.65, 2.22, 1.67], [-0.16, 0.33, -0.47], [-0.47, -0.21, 0.73], [0.07, -0.16, -0.11], [1.25, -0.71, -2.19], [0.28, -0.55, -0.49], [-0.09, -0.22, 0.28], [0.18, -0.51, 0.20], [-1.17, -0.49, -0.65], [0.09, 0.23, -0.10], [-0.08, 0.08, -0.23], [0.31, -0.06, -0.01], [-0.03, 0.12, 0.26], [0.05, -0.02, 0.28], [-0.24, -0.07, 0.20], [0.23, 0.12, 0.10], [0.07, 0.10, 0.25]], "gap_ev": 4.0, "total_energy_ha": -2525.1465, "relative_energy_kj_mol": 157.8, "charge": 1}